{"formula": "C7H14O", "method": "the ωB97M-V functional and the def2-TZVPD basis", "species": ["C", "C", "C", "C", "C", "C", "C", "H", "H", "H", "H", "H", "H", "H", "H", "H", "H", "H", "H", "O", "H", "H"], "positions_angstrom": [[0.854, 2.268, 1.144], [1.626, 1.343, 0.489], [1.195, 0.036, 0.198], [0.434, -0.776, 0.998], [-0.074, -2.144, 0.779], [-1.016, -2.143, -0.460], [-1.943, -0.963, -0.673], [-0.093, 1.917, 1.568], [1.312, 3.199, 1.192], [2.626, 1.725, 0.298], [1.578, -0.342, -0.778], [-0.029, -0.384, 1.947], [0.680, -2.848, 0.632], [-0.655, -2.441, 1.675], [-0.644, -2.402, -1.312], [-1.678, -3.119, -0.418], [-2.439, -0.773, 0.409], [-2.816, -1.171, -1.170], [-1.472, -0.126, -1.117], [-0.372, 2.198, -1.790], [0.037, 1.622, -2.433], [0.111, 1.828, -1.024]], "relative_energy_kj_mol": 317.2, "lumo_energy_ev": 0.5874, "smiles": "C=C/C=C/CCC.O", "homo_ha": -0.322, "total_energy_ev": -9530.4791}

=====

{"formula": "C7H14O", "method": "the ωB97M-V functional and the def2-TZVPD basis", "species": ["C", "C", "C", "C", "C", "C", "C", "H", "H", "H", "H", "H", "H", "H", "H", "H", "H", "H", "H", "O", "H", "H"], "positions_angstrom": [[1.170, 2.253, -0.520], [0.603, 1.219, -1.128], [0.162, -0.020, -0.453], [-0.763, -0.737, -1.092], [-1.491, -1.954, -0.552], [0.737, -0.358, 0.878], [2.233, -0.705, 0.829], [1.383, 3.154, -1.060], [1.374, 2.327, 0.536], [0.311, 1.268, -2.171], [-1.092, -0.559, -2.112], [-2.534, -1.648, -0.369], [-1.193, -2.230, 0.458], [-1.501, -2.723, -1.317], [0.641, 0.502, 1.552], [0.238, -1.169, 1.407], [2.348, -1.697, 0.396], [2.618, -0.744, 1.854], [2.864, 0.074, 0.404], [-2.651, 1.644, 0.675], [-2.550, 1.268, 1.561], [-2.907, 0.835, 0.223]], "relative_energy_kj_mol": 152.6, "lumo_energy_ev": 0.7713, "smiles": "C=C/C(=C/C)CC.O", "homo_ha": -0.310, "total_energy_ev": -9532.1850}

=====

{"formula": "C7H14O", "method": "the ωB97M-V functional and the def2-TZVPD basis", "species": ["C", "C", "C", "C", "C", "C", "C", "H", "H", "H", "H", "H", "H", "H", "H", "H", "H", "H", "H", "O", "H", "H"], "positions_angstrom": [[-0.722, -0.707, -2.211], [-0.866, -0.605, -0.903], [-0.135, 0.355, -0.015], [1.078, 0.774, -0.404], [1.979, 1.754, 0.202], [-0.996, 0.675, 1.188], [-0.296, 1.219, 2.493], [-1.236, -1.400, -2.862], [-0.158, -0.087, -2.922], [-1.693, -1.110, -0.415], [1.298, 0.444, -1.428], [2.975, 1.314, 0.419], [1.572, 2.367, 1.013], [2.170, 2.588, -0.520], [-1.687, 1.484, 0.916], [-1.641, -0.179, 1.459], [-0.520, 0.510, 3.332], [-0.818, 2.165, 2.594], [0.772, 1.171, 2.442], [-0.073, -2.987, -0.561], [-0.094, -2.852, -1.515], [-0.791, -3.535, -0.222]], "relative_energy_kj_mol": 258.7, "lumo_energy_ev": 0.8852, "smiles": "C=C/C(=C/C)CC.O", "homo_ha": -0.304, "total_energy_ev": -9531.0855}

=====

{"formula": "C7H14O2", "method": "the ωB97M-V functional and the def2-TZVPD basis", "species": ["C", "C", "O", "C", "C", "C", "H", "H", "H", "H", "H", "H", "H", "H", "H", "H", "C", "C", "O", "H", "H", "H", "H"], "positions_angstrom": [[-0.296, 1.751, 0.953], [0.204, 1.119, -0.121], [0.214, 1.720, -1.362], [1.297, -0.088, -0.047], [2.693, 0.494, -0.230], [1.225, -0.910, 1.237], [-0.782, 2.715, 0.864], [-0.354, 1.268, 1.921], [-0.350, 2.510, -1.331], [1.084, -0.750, -0.896], [2.805, 0.976, -1.206], [2.910, 1.237, 0.546], [3.450, -0.296, -0.169], [1.496, -0.310, 2.112], [0.220, -1.307, 1.412], [1.908, -1.765, 1.184], [-2.736, -1.368, -1.538], [-2.114, -0.868, -0.471], [-2.536, -1.000, 0.816], [-2.389, -1.116, -2.534], [-3.576, -2.054, -1.454], [-1.054, -0.385, -0.527], [-3.319, -1.576, 0.841]], "relative_energy_kj_mol": 219.0, "lumo_energy_ev": 0.8438, "smiles": "C=C(O)C(C)C.C=CO", "homo_ha": -0.323, "total_energy_ev": -11579.0392}

=====

{"formula": "C7H14O2", "method": "the ωB97M-V functional and the def2-TZVPD basis", "species": ["C", "C", "C", "C", "C", "C", "C", "H", "H", "H", "H", "H", "H", "H", "H", "H", "H", "O", "H", "H", "O", "H", "H"], "positions_angstrom": [[-1.490, -0.320, 1.804], [-0.289, -0.606, 1.329], [0.277, -0.172, 0.013], [0.077, 1.215, -0.465], [-1.071, 1.855, -0.637], [0.907, -1.099, -0.720], [1.582, -0.794, -2.011], [-2.133, 0.458, 1.418], [-1.896, -0.760, 2.710], [0.317, -1.370, 1.810], [0.989, 1.795, -0.574], [-1.168, 2.904, -0.881], [-1.996, 1.301, -0.549], [1.084, -2.046, -0.227], [2.014, 0.209, -2.049], [2.421, -1.486, -2.155], [1.023, -0.896, -2.945], [-3.241, -2.254, 0.212], [-2.269, -2.216, 0.173], [-3.354, -1.822, 1.066], [3.115, 2.117, 0.720], [2.468, 2.704, 1.136], [2.632, 1.283, 0.823]], "relative_energy_kj_mol": 236.4, "lumo_energy_ev": 0.5760, "smiles": "C=CC(C=C)=CC.O.O", "homo_ha": -0.337, "total_energy_ev": -11578.8586}

=====

{"formula": "C7H14O3Yb", "method": "the ωB97M-V functional and the def2-TZVPD basis", "species": ["C", "O", "C", "C", "O", "C", "H", "H", "H", "H", "H", "H", "H", "H", "H", "C", "C", "O", "C", "Yb", "H", "H", "H", "H", "H"], "positions_angstrom": [[-1.561, 1.051, -2.386], [-0.667, 0.155, -1.742], [-0.464, -1.075, -2.431], [0.627, -1.874, -1.748], [0.228, -2.177, -0.436], [1.103, -1.834, 0.652], [-1.248, 1.205, -3.428], [-2.571, 0.620, -2.371], [-0.164, -0.856, -3.466], [-1.414, -1.633, -2.417], [1.578, -1.313, -1.787], [0.751, -2.823, -2.292], [1.150, -0.924, 2.149], [0.750, -2.510, 1.447], [2.170, -1.812, 0.365], [0.779, 0.142, 3.041], [-0.155, 1.018, 3.475], [-0.530, 2.189, 2.937], [-0.031, 2.483, 1.596], [-0.123, 0.414, 0.453], [1.800, 0.536, 2.950], [-0.769, 0.798, 4.357], [0.986, 2.910, 1.697], [-0.675, 3.302, 1.239], [-1.552, 2.010, -1.853]], "lumo_energy_ev": -0.0925, "homo_ha": -0.234, "total_energy_ev": -45149.1196}

=====

{"formula": "C7H14OPSY", "method": "the ωB97M-V functional and the def2-TZVPD basis", "species": ["C", "C", "C", "C", "C", "Y", "P", "H", "H", "H", "H", "H", "H", "H", "H", "C", "S", "C", "O", "H", "H", "H", "H", "H", "H"], "positions_angstrom": [[0.254, 0.649, -1.611], [0.421, -0.068, -2.812], [-0.841, -0.209, -3.456], [-1.839, 0.445, -2.677], [-1.242, 0.997, -1.522], [-0.034, 1.994, 1.721], [2.417, 2.873, 1.170], [1.036, 0.974, -0.916], [1.371, -0.447, -3.187], [-1.012, -0.720, -4.402], [-1.714, 1.612, -0.743], [-2.897, 0.514, -2.929], [2.664, 4.263, 1.517], [2.959, 2.918, -0.176], [3.577, 2.306, 1.830], [-0.317, -1.967, 3.183], [0.481, -1.570, 1.608], [-0.865, -2.021, 0.488], [0.301, -0.011, 1.629], [-0.127, -3.031, 3.372], [-1.393, -1.769, 3.132], [0.146, -1.363, 3.970], [-1.826, -1.964, 1.011], [-0.863, -1.354, -0.379], [-0.656, -3.053, 0.180]], "relative_energy_kj_mol": 69.1, "lumo_energy_ev": [-0.6027, -0.2386], "homo_ha": [-0.206, -0.199], "total_energy_ev": -30693.4147}

=====

{"formula": "C7H14P", "method": "the ωB97M-V functional and the def2-TZVPD basis", "species": ["C", "C", "C", "C", "C", "C", "C", "P", "H", "H", "H", "H", "H", "H", "H", "H", "H", "H", "H", "H", "H", "H"], "positions_angstrom": [[-0.494, -0.231, 2.335], [0.332, -0.549, 1.122], [-1.106, 0.865, 2.598], [-0.108, -1.105, -0.159], [0.838, -1.996, -0.912], [1.522, 1.001, -1.295], [-1.409, 1.217, -1.067], [0.133, 0.836, -0.210], [-0.951, -1.137, 2.837], [1.432, -0.631, 1.251], [-0.737, 1.784, 2.112], [-1.774, 1.025, 3.402], [-1.149, -1.456, -0.259], [0.368, -2.958, -1.359], [1.529, -2.243, -0.064], [1.107, -1.366, -1.824], [1.759, 2.045, -1.302], [1.489, 0.390, -2.270], [2.434, 0.516, -0.977], [-1.827, 2.228, -0.937], [-2.218, 0.513, -0.942], [-1.170, 1.253, -2.082]], "total_charge": 1, "relative_energy_kj_mol": 261.5, "lumo_energy_ev": -4.2820, "homo_ha": -0.511, "total_energy_ev": -16764.9485}

=====

{"formula": "C7H14S2", "method": "the ωB97M-V functional and the def2-TZVPD basis", "species": ["C", "S", "C", "C", "C", "C", "S", "C", "C", "H", "H", "H", "H", "H", "H", "H", "H", "H", "H", "H", "H", "H", "H"], "positions_angstrom": [[-0.463, 2.580, 1.009], [0.812, 2.076, -0.229], [0.755, 0.203, -0.196], [-0.255, -0.656, -0.990], [-1.566, -0.582, -0.199], [-0.257, -0.088, -2.383], [2.475, -0.366, -0.568], [1.410, -0.414, 0.939], [1.128, -1.774, 1.600], [-1.086, 1.832, 1.382], [-1.203, 3.262, 0.414], [-0.101, 3.228, 1.768], [0.173, -1.699, -0.955], [-1.745, 0.373, 0.145], [-1.536, -1.380, 0.421], [-2.446, -0.748, -0.758], [0.649, -0.452, -2.879], [-0.185, 0.995, -2.323], [-1.250, -0.504, -2.907], [1.747, 0.389, 1.602], [0.857, -2.405, 0.800], [0.247, -1.580, 2.120], [1.841, -2.292, 2.189]], "relative_energy_kj_mol": 206.3, "lumo_energy_ev": 0.7889, "smiles": "CS[C@@]1(C(C)C)S[C@@H]1C", "homo_ha": -0.311, "total_energy_ev": -29154.6171}